Formula: C10H8O
Source: the Open Molecules 2025 dataset
Level of theory: ωB97M-V/def2-TZVPD

Output
Kohn-Sham gap (eV): 8.5
HOMO level (eV): -7.83
SMILES: c1ccc(-c2ccco2)cc1
ΔE to the lowest compared entry with this formula, charge and spin (kcal/mol): 79.1
Lowest unoccupied orbital energy (eV): 0.666

Last columns: bonded neighbours and bond lengths (Å).
Geometry (Å):
1 C -3.075 -0.108 0.034  C2 1.349, C11 1.384, H12 1.155
2 C -2.425 1.059 -0.153  C1 1.349, C3 1.412, H13 1.174
3 C -1.016 1.089 -0.071  C2 1.412, C4 1.337, H14 1.014
4 C -0.259 -0.010 0.000  C3 1.337, C5 1.389, C10 1.497
5 C 1.130 0.018 0.003  C4 1.389, C6 1.434, O9 1.382
6 C 2.073 1.088 0.150  C5 1.434, C7 1.449, H15 0.995
7 C 3.394 0.502 0.043  C6 1.449, C8 1.369, H16 0.906
8 C 3.147 -0.834 -0.133  C7 1.369, O9 1.247, H17 1.095
9 O 1.929 -1.103 -0.120  C5 1.382, C8 1.247
10 C -0.980 -1.318 0.107  C4 1.497, C11 1.366, H18 1.025
11 C -2.345 -1.283 0.054  C1 1.384, C10 1.366, H19 1.248
12 H -4.224 -0.021 -0.035  C1 1.155
13 H -3.034 2.060 -0.070  C2 1.174
14 H -0.596 1.994 -0.255  C3 1.014
15 H 1.860 2.046 0.312  C6 0.995
16 H 4.113 1.049 0.095  C7 0.906
17 H 3.744 -1.751 -0.099  C8 1.095
18 H -0.396 -2.159 0.067  C10 1.025
19 H -3.041 -2.319 0.071  C11 1.248

Results of the Löwdin charge analysis, in e, for atoms 1 through 6:
1 C -0.15
2 C -0.10
3 C -0.05
4 C -0.16
5 C -0.18
6 C 0.06